Density functional theory data (ωB97M-V with the def2-TZVPD basis set) for a cluster of 2 separate species, C3H7FN3 in total in a non-equilibrium geometry.

Last column: natural (NBO) charge in e.
CARTESIAN COORDINATES (ANGSTROEM)
C1 1.287 0.642 -1.506  -0.030
C2 -1.393 -0.576 2.023  0.806
C3 0.429 0.168 -0.661  0.060
N1 1.366 0.111 -2.818  -0.826
N2 -1.830 -1.282 1.196  -0.493
N3 -0.772 0.122 2.900  -0.766
F1 0.139 1.018 0.464  -0.422
H1 1.916 1.501 -1.501  0.238
H2 -0.394 -0.573 -0.655  0.171
H3 1.995 0.539 -3.519  0.416
H4 0.760 -0.740 -3.084  0.400
H5 -2.475 -1.885 0.691  0.502
H6 -0.363 -0.233 3.677  0.451
H7 -0.665 1.188 2.793  0.494

The value obtained for the HOMO-LUMO gap is 7.15 eV. The net charge is +1. The max |F| comes out at 0.1000 hartree/bohr. The value obtained for the electronic energy is -10402.5602 eV.

=====

Density functional theory data (ωB97M-V with the def2-TZVPD basis set) for an isolated molecule of C5H6O3 in a non-equilibrium geometry.

Last column: natural (NBO) charge in e.
CARTESIAN COORDINATES (ANGSTROEM)
C1 -1.507 -2.634 -0.436  -0.235
C2 -0.828 -1.730 0.082  -0.109
C3 -0.462 -0.320 0.766  0.327
O1 -1.164 0.821 0.094  -0.538
C4 -0.156 1.866 -0.256  0.213
O2 1.007 1.228 -0.964  -0.555
C5 1.661 0.235 -0.272  0.209
O3 0.990 -0.115 0.987  -0.543
H1 -2.241 -3.514 -0.795  0.276
H2 -1.081 -0.602 1.834  0.228
H3 -0.401 2.562 -1.098  0.217
H4 0.251 2.311 0.665  0.177
H5 2.812 0.176 -0.054  0.192
H6 1.741 -0.906 -0.789  0.141

The value obtained for the HOMO-LUMO gap is 10.69 eV. As for the SMILES: C#CC1OCOCO1. The net charge is 0. The max |F| comes out at 0.1130 hartree/bohr. The value obtained for the electronic energy is -11418.4326 eV.

=====

Density functional theory data (ωB97M-V with the def2-TZVPD basis set) for a cluster of 2 separate species, C6H15NO in total in a non-equilibrium geometry.

Last column: natural (NBO) charge in e.
CARTESIAN COORDINATES (ANGSTROEM)
C1 -0.425 -1.203 -1.323  -0.625
C2 0.767 -1.756 -0.494  -0.440
C3 1.347 -0.745 0.537  -0.063
C4 1.938 0.441 0.261  -0.036
N1 2.049 0.886 -1.047  -0.820
C5 1.111 -1.050 1.953  -0.415
C6 -0.262 -0.562 2.229  -0.641
H1 -0.219 -1.165 -2.403  0.207
H2 -1.368 -1.635 -1.015  0.217
H3 -0.614 -0.140 -1.025  0.213
H4 0.497 -2.735 -0.054  0.217
H5 1.485 -1.908 -1.226  0.207
H6 2.474 1.181 0.887  0.200
H7 3.032 1.217 -1.236  0.368
H8 1.674 0.349 -1.731  0.361
H9 1.248 -2.194 2.285  0.190
H10 1.943 -0.631 2.590  0.206
H11 -0.332 -0.093 3.159  0.209
H12 -0.864 -1.465 2.298  0.221
H13 -0.390 0.350 1.541  0.225
O1 -4.985 4.163 -2.384  -0.970
H14 -4.543 4.986 -2.112  0.484
H15 -5.561 3.707 -1.691  0.487

The value obtained for the HOMO-LUMO gap is 8.60 eV. As for the SMILES: CCC(=CN)CC.O. The net charge is 0. The max |F| comes out at 0.0902 hartree/bohr. The value obtained for the electronic energy is -10000.5422 eV.

=====

Density functional theory data (ωB97M-V with the def2-TZVPD basis set) for a structure of composition C18H39B2F4N5O8PbSi3 in a non-equilibrium geometry.

Last column: Mulliken charge in e.
CARTESIAN COORDINATES (ANGSTROEM)
Pb1 0.077 -0.387 0.877  1.132
C1 4.301 -0.446 -1.369  -1.632
C2 2.868 -0.410 -0.965  0.047
N1 2.434 -0.775 0.181  0.570
O1 3.361 -1.269 1.043  -0.483
B1 2.820 -1.803 2.280  0.470
F1 1.837 -1.011 2.835  -0.272
F2 3.742 -2.323 3.069  -0.257
O2 1.938 -3.129 1.734  -0.155
N2 0.841 -2.887 1.294  0.284
C3 0.137 -4.023 0.664  0.863
C4 -0.691 -4.667 1.792  -1.422
C5 -0.771 -3.463 -0.453  0.271
N3 -0.948 -2.197 -0.506  -0.106
O3 -1.765 -1.767 -1.529  -0.658
B2 -1.015 -1.363 -2.688  0.291
F3 0.168 -2.031 -2.847  -0.262
F4 -1.746 -1.173 -3.789  -0.119
O4 -0.414 0.318 -2.343  0.491
N4 0.649 0.201 -1.443  0.063
C6 1.798 -0.007 -1.952  0.727
C7 2.133 0.054 -3.397  -1.788
C8 -1.403 -4.457 -1.371  -1.463
H1 4.934 -0.666 -0.517  0.426
H2 4.603 0.508 -1.804  0.402
H3 4.452 -1.222 -2.126  0.377
H4 -0.009 -5.166 2.481  0.479
H5 -1.358 -5.400 1.339  0.406
H6 -1.275 -3.912 2.322  0.409
H7 1.316 0.465 -3.980  0.069
H8 2.336 -0.958 -3.758  0.377
H9 3.038 0.644 -3.551  0.585
H10 -2.434 -4.633 -1.044  0.352
H11 -0.877 -5.409 -1.364  0.440
H12 -1.456 -4.066 -2.382  0.337
C9 -0.555 2.791 2.397  -1.019
O5 -0.926 2.369 1.068  0.204
Si1 -1.919 3.421 0.190  0.220
C10 -3.326 3.933 1.288  -1.419
C11 -0.965 4.983 -0.140  -1.387
C12 -2.488 2.556 -1.397  1.866
Si2 -3.929 1.327 -1.038  0.408
C13 -4.247 0.332 -2.579  -0.794
C14 -5.534 2.224 -0.753  -1.323
C15 -3.507 0.267 0.455  -0.061
Si3 -1.165 1.979 -2.551  0.557
C16 -3.166 3.726 -2.229  -2.716
C17 0.381 2.995 -2.390  -1.574
C18 -1.660 1.875 -4.330  -1.381
H13 -1.354 3.365 2.868  0.331
H14 0.349 3.402 2.370  0.273
H15 -0.374 1.915 3.023  0.348
H16 -2.973 4.678 2.008  0.509
H17 -3.754 3.099 1.853  0.343
H18 -4.128 4.412 0.727  0.412
H19 -0.841 5.527 0.803  0.440
H20 -1.514 5.646 -0.815  0.385
H21 0.029 4.820 -0.552  0.388
H22 -4.277 0.971 -3.465  0.286
H23 -5.236 -0.132 -2.483  0.518
H24 -3.531 -0.471 -2.756  0.036
H25 -5.864 2.725 -1.666  0.352
H26 -5.535 2.946 0.058  0.364
H27 -6.293 1.471 -0.511  0.387
H28 -2.428 0.161 0.593  -0.855
H29 -3.935 -0.736 0.332  0.459
H30 -3.927 0.696 1.368  0.510
H31 -3.846 4.311 -1.605  0.505
H32 -3.754 3.352 -3.070  0.592
H33 -2.440 4.434 -2.650  0.497
H34 0.150 4.045 -2.589  0.541
H35 1.122 2.684 -3.136  0.421
H36 0.842 2.934 -1.401  0.267
H37 -2.628 2.343 -4.516  0.414
H38 -1.717 0.851 -4.696  0.316
H39 -0.922 2.413 -4.932  0.437
O6 2.628 -5.547 -1.131  -0.529
N5 1.979 -4.643 -0.766  0.674
O7 0.990 -5.048 0.228  -0.340
O8 1.945 -3.472 -1.074  -0.116

The value obtained for the HOMO-LUMO gap is 5.86 eV. The net charge is +2. The max |F| comes out at 0.0278 hartree/bohr. The value obtained for the electronic energy is -84222.4049 eV.